Entry 1:
Entry from OMol25: a cluster of 12 separate species, C33H84O16 in total in a non-equilibrium geometry (the ωB97M-V functional and the def2-TZVPD basis).

2S+1	1
net charge	0
SMILES	C1CCOC1.C1CCOC1.C1CCOC1.COCCOC.COCCOC.COCCOC.COCCOC.CO.CO.CO.CO.CO
HOMO-LUMO gap	9.29	eV

Element x y z (Å)
C: -2.583 3.862 -2.573
C: -3.288 4.400 -1.357
C: -4.185 5.525 -1.943
O: -4.179 5.265 -3.355
C: -3.517 4.141 -3.749
H: -2.331 2.804 -2.499
H: -1.630 4.375 -2.709
H: -2.601 4.953 -0.718
H: -3.860 3.645 -0.818
H: -3.719 6.506 -1.851
H: -5.196 5.435 -1.546
H: -3.059 4.200 -4.736
H: -4.224 3.313 -3.800
C: 2.857 3.095 2.864
C: 3.265 2.549 4.240
C: 2.666 1.075 4.193
O: 1.503 1.187 3.405
C: 1.553 2.290 2.578
H: 3.560 2.747 2.107
H: 2.595 4.153 2.869
H: 2.840 3.228 4.979
H: 4.342 2.394 4.304
H: 2.508 0.782 5.231
H: 3.304 0.445 3.573
H: 0.633 2.808 2.848
H: 1.515 2.030 1.520
C: 0.359 2.269 -4.628
C: 1.223 2.740 -5.772
C: 0.832 1.839 -6.935
O: -0.034 0.858 -6.362
C: -0.046 0.838 -4.956
H: -0.462 2.984 -4.574
H: 1.034 2.289 -3.773
H: 2.303 2.711 -5.628
H: 1.008 3.803 -5.875
H: 1.683 1.243 -7.265
H: 0.293 2.433 -7.673
H: 0.781 0.195 -4.654
H: -0.898 0.383 -4.451
C: -2.536 -2.230 0.088
O: -1.582 -1.666 -0.844
C: -0.389 -1.323 -0.243
C: 0.672 -0.598 -1.060
O: 0.238 0.602 -1.627
C: 0.010 1.739 -0.739
H: -3.457 -2.315 -0.489
H: -2.834 -1.574 0.906
H: -2.324 -3.257 0.386
H: 0.049 -2.280 0.041
H: -0.558 -0.866 0.732
H: 0.955 -1.275 -1.866
H: 1.569 -0.576 -0.441
H: -0.528 2.500 -1.306
H: 1.000 2.084 -0.443
H: -0.646 1.468 0.088
C: 4.013 1.716 -2.145
O: 5.414 1.602 -1.884
C: 5.925 2.208 -0.692
C: 6.077 3.675 -0.628
O: 4.847 4.374 -0.639
C: 4.980 5.774 -0.850
H: 3.387 1.329 -1.341
H: 3.832 1.065 -3.000
H: 3.653 2.722 -2.362
H: 6.893 1.731 -0.542
H: 5.352 1.941 0.196
H: 6.666 3.969 -1.497
H: 6.574 3.896 0.316
H: 4.026 6.252 -0.626
H: 5.182 6.060 -1.882
H: 5.627 6.225 -0.097
C: -5.206 -0.326 2.951
O: -6.539 -0.240 2.657
C: -7.228 -1.466 2.723
C: -8.134 -1.620 3.947
O: -7.192 -1.513 5.053
C: -7.792 -1.522 6.393
H: -5.149 -0.525 4.021
H: -4.683 0.564 2.599
H: -4.854 -1.165 2.351
H: -6.641 -2.382 2.656
H: -7.876 -1.488 1.847
H: -8.625 -2.586 4.058
H: -8.920 -0.889 4.134
H: -7.755 -0.492 6.749
H: -7.104 -2.121 6.990
H: -8.764 -1.964 6.611
C: 1.224 -2.628 5.117
O: 1.162 -3.465 4.022
C: 2.414 -3.840 3.417
C: 2.416 -5.095 2.519
O: 1.550 -5.170 1.372
C: 0.173 -4.854 1.563
H: 0.204 -2.495 5.478
H: 1.802 -1.729 4.900
H: 1.551 -3.297 5.913
H: 3.160 -4.004 4.195
H: 2.724 -3.011 2.781
H: 2.266 -5.938 3.195
H: 3.392 -5.349 2.106
H: -0.311 -5.511 2.286
H: -0.338 -5.016 0.614
H: 0.102 -3.807 1.856
C: 2.233 -4.193 -2.303
O: 2.072 -4.648 -3.536
H: 1.835 -3.178 -2.282
H: 1.794 -4.701 -1.444
H: 3.310 -4.209 -2.141
H: 2.130 -5.605 -3.497
C: 2.898 -2.058 -5.077
O: 2.638 -3.229 -5.871
H: 3.616 -2.413 -4.337
H: 3.524 -1.396 -5.675
H: 2.047 -1.685 -4.507
H: 2.333 -3.888 -5.244
C: -3.904 0.108 -2.980
O: -3.605 0.530 -1.677
H: -4.765 -0.549 -2.860
H: -4.314 0.854 -3.661
H: -3.047 -0.476 -3.315
H: -2.840 0.069 -1.326
C: 4.679 -2.058 1.195
O: 5.800 -1.393 0.511
H: 3.943 -2.154 0.397
H: 4.886 -3.106 1.410
H: 4.188 -1.604 2.055
H: 6.662 -1.448 0.930
C: -2.677 -3.173 3.538
O: -4.038 -3.628 3.635
H: -2.135 -3.277 4.478
H: -2.180 -3.784 2.784
H: -2.624 -2.131 3.224
H: -4.421 -3.390 4.482

Entry 2:
Entry from OMol25: a cluster of 10 separate species, C33H86BBrFO10P in total in a non-equilibrium geometry (the ωB97M-V functional and the def2-TZVPD basis).

2S+1	1
net charge	0
SMILES	C=C[PH](Br)(B(C)O)[C@@H](F)CC.CC(C)O.CC(C)O.CC(C)O.CC(C)O.CC(C)O.CC(C)O.CC(C)O.CC(C)O.CC(C)O
HOMO-LUMO gap	8.53	eV

Element x y z (Å)
C: -1.682 -3.193 3.258
C: -0.969 -2.669 2.274
P: -0.544 -0.934 2.108
Br: 0.616 -0.973 4.326
B: -1.544 0.622 2.818
C: -2.298 0.621 4.174
O: -1.492 1.730 2.018
C: -1.222 -0.803 0.310
F: -0.147 -1.203 -0.535
C: -2.444 -1.598 -0.108
C: -3.663 -1.327 0.773
H: -2.046 -4.211 3.185
H: -1.925 -2.637 4.154
H: -0.580 -3.300 1.481
H: 0.722 -0.677 1.597
H: -1.652 1.090 4.922
H: -2.573 -0.370 4.525
H: -3.211 1.217 4.090
H: -2.356 2.043 1.733
H: -1.427 0.239 0.056
H: -2.699 -1.253 -1.116
H: -2.224 -2.662 -0.218
H: -3.742 -0.258 0.994
H: -4.584 -1.613 0.263
H: -3.641 -1.862 1.721
C: 1.176 3.357 4.636
C: -0.121 4.151 4.658
C: 0.078 5.576 4.172
O: -0.693 4.141 5.969
H: 1.917 3.811 5.300
H: 0.999 2.338 4.981
H: 1.595 3.317 3.630
H: -0.856 3.653 4.023
H: 0.778 6.105 4.827
H: -0.865 6.121 4.186
H: 0.469 5.601 3.156
H: -0.067 4.570 6.561
C: 2.622 -3.420 -2.909
C: 1.933 -4.350 -1.925
C: 0.458 -4.522 -2.256
O: 2.078 -3.854 -0.590
H: 2.169 -2.428 -2.879
H: 3.676 -3.311 -2.650
H: 2.547 -3.790 -3.930
H: 2.426 -5.323 -1.928
H: -0.048 -3.553 -2.207
H: -0.021 -5.190 -1.539
H: 0.325 -4.931 -3.258
H: 1.640 -2.992 -0.561
C: -4.055 6.518 1.425
C: -2.998 7.213 2.270
C: -3.320 8.685 2.473
O: -1.707 7.057 1.684
H: -4.104 6.974 0.432
H: -3.808 5.464 1.298
H: -5.042 6.593 1.884
H: -2.929 6.720 3.241
H: -3.348 9.201 1.509
H: -2.555 9.161 3.086
H: -4.287 8.817 2.959
H: -1.723 7.480 0.819
C: 0.730 -1.513 -7.601
C: 0.560 -1.493 -6.090
C: -0.012 -0.172 -5.603
O: 1.802 -1.755 -5.440
H: 1.424 -0.726 -7.911
H: 1.140 -2.468 -7.928
H: -0.221 -1.349 -8.110
H: -0.099 -2.309 -5.788
H: 0.665 0.652 -5.851
H: -0.127 -0.182 -4.518
H: -0.983 0.035 -6.054
H: 2.416 -1.053 -5.680
C: -3.584 1.492 -4.284
C: -3.740 1.494 -2.773
C: -4.305 2.813 -2.269
O: -2.493 1.209 -2.137
H: -2.886 2.274 -4.596
H: -3.182 0.536 -4.619
H: -4.538 1.664 -4.783
H: -4.401 0.678 -2.475
H: -3.628 3.633 -2.522
H: -4.417 2.793 -1.184
H: -5.278 3.024 -2.714
H: -1.870 1.906 -2.370
C: 6.470 -2.790 -0.124
C: 5.670 -1.590 0.363
C: 5.456 -1.640 1.866
O: 4.426 -1.512 -0.325
H: 5.924 -3.713 0.093
H: 6.621 -2.737 -1.203
H: 7.445 -2.845 0.362
H: 6.198 -0.669 0.104
H: 4.891 -2.535 2.140
H: 4.884 -0.775 2.202
H: 6.408 -1.656 2.400
H: 3.922 -2.314 -0.133
C: 3.217 2.882 -7.200
C: 1.973 3.753 -7.104
C: 2.251 5.177 -7.558
O: 1.453 3.739 -5.776
H: 4.004 3.276 -6.551
H: 2.996 1.865 -6.877
H: 3.601 2.848 -8.220
H: 1.181 3.323 -7.720
H: 3.012 5.634 -6.919
H: 1.347 5.783 -7.488
H: 2.609 5.203 -8.587
H: 2.120 4.112 -5.190
C: -6.730 -3.019 3.919
C: -5.298 -2.626 4.245
C: -4.944 -2.933 5.692
O: -5.078 -1.244 3.959
H: -7.427 -2.454 4.545
H: -6.959 -2.795 2.877
H: -6.899 -4.082 4.093
H: -4.616 -3.162 3.583
H: -5.590 -2.366 6.366
H: -3.912 -2.650 5.904
H: -5.065 -3.994 5.913
H: -5.661 -0.728 4.525
C: 6.638 -5.263 3.470
C: 6.177 -6.254 2.414
C: 4.665 -6.240 2.253
O: 6.638 -7.570 2.723
H: 6.220 -5.516 4.448
H: 7.724 -5.278 3.564
H: 6.326 -4.248 3.221
H: 6.644 -6.008 1.458
H: 4.184 -6.527 3.192
H: 4.356 -6.951 1.487
H: 4.300 -5.250 1.973
H: 6.244 -7.825 3.563

Entry 3:
Entry from OMol25: a cluster of 7 separate species, C33H86Cl3N8O7P2 in total in a non-equilibrium geometry (the ωB97M-V functional and the def2-TZVPD basis).

2S+1	1
net charge	+1
HOMO-LUMO gap	7.85	eV

Element x y z (Å)
C: 3.298 -1.471 1.462
C: 2.105 -2.231 0.913
N: 1.276 -2.727 1.687
C: 1.760 -2.425 -0.551
P: 2.898 -1.718 -1.809
C: 2.166 -2.263 -3.401
C: 2.483 -1.482 -4.685
C: 2.697 -2.492 -5.837
Cl: 3.899 -0.423 -4.629
C: 4.500 -2.580 -1.535
Cl: 5.771 -2.103 -2.674
C: 4.266 -4.134 -1.549
C: 4.924 -4.895 -2.674
Cl: 4.950 -4.767 -0.025
P: 2.986 0.460 -1.439
N: 2.066 1.208 -2.674
O: 2.092 0.711 -0.102
H: 4.030 -1.135 0.739
H: 3.738 -2.047 2.260
H: 2.904 -0.572 1.912
H: 1.553 -2.568 2.655
H: 0.803 -1.955 -0.752
H: 1.620 -3.483 -0.727
H: 2.398 -3.315 -3.502
H: 1.096 -2.233 -3.242
H: 1.614 -0.916 -4.965
H: 3.296 -3.303 -5.447
H: 3.285 -2.007 -6.599
H: 1.754 -2.867 -6.203
H: 4.892 -2.360 -0.562
H: 3.213 -4.362 -1.587
H: 4.607 -5.925 -2.565
H: 4.583 -4.591 -3.651
H: 5.995 -4.910 -2.604
H: 1.074 1.007 -2.556
H: 2.211 2.202 -2.521
H: 1.165 0.498 -0.345
C: -1.114 2.456 1.256
C: -1.788 1.364 0.431
C: -3.225 1.063 0.864
O: -3.330 0.279 2.039
C: -3.234 1.008 3.258
N: -0.954 0.153 0.459
H: -0.827 2.107 2.248
H: -0.203 2.797 0.760
H: -1.771 3.318 1.375
H: -1.830 1.717 -0.602
H: -3.694 0.469 0.073
H: -3.814 1.984 0.955
H: -3.688 1.999 3.174
H: -2.198 1.099 3.583
H: -3.769 0.444 4.022
H: -1.365 -0.537 -0.166
H: -1.050 -0.269 1.381
C: 7.325 1.277 -8.869
C: 6.472 1.174 -7.610
C: 5.459 2.322 -7.458
O: 6.020 3.540 -7.012
C: 6.603 4.346 -8.024
N: 7.352 1.069 -6.442
H: 8.092 2.046 -8.785
H: 7.837 0.333 -9.054
H: 6.710 1.501 -9.744
H: 5.896 0.246 -7.684
H: 4.739 2.035 -6.685
H: 4.885 2.476 -8.381
H: 6.054 4.270 -8.966
H: 7.651 4.084 -8.183
H: 6.565 5.380 -7.683
H: 6.783 0.907 -5.615
H: 7.755 1.989 -6.283
C: -0.515 -5.714 6.924
C: 0.265 -4.437 7.219
C: 0.687 -3.670 5.957
O: 1.796 -4.225 5.269
C: 1.485 -5.282 4.378
N: 1.408 -4.767 8.075
H: 0.129 -6.516 6.564
H: -0.998 -6.075 7.831
H: -1.293 -5.538 6.179
H: -0.397 -3.775 7.785
H: 1.008 -2.670 6.263
H: -0.160 -3.536 5.271
H: 0.517 -5.129 3.892
H: 1.500 -6.248 4.887
H: 2.259 -5.302 3.610
H: 1.874 -3.909 8.358
H: 2.098 -5.243 7.500
C: -2.479 3.265 -4.196
C: -1.919 1.857 -4.366
C: -2.309 1.190 -5.693
O: -3.629 0.698 -5.733
C: -4.627 1.652 -6.066
N: -2.318 1.044 -3.209
H: -3.543 3.258 -3.966
H: -1.976 3.773 -3.372
H: -2.327 3.860 -5.097
H: -0.826 1.940 -4.361
H: -1.669 0.312 -5.829
H: -2.117 1.856 -6.544
H: -4.259 2.384 -6.790
H: -4.996 2.164 -5.175
H: -5.462 1.113 -6.510
H: -1.868 0.134 -3.277
H: -3.308 0.830 -3.311
C: -0.019 2.889 8.590
C: -1.485 2.771 8.188
C: -1.738 1.738 7.079
O: -1.386 2.172 5.775
C: -0.017 2.022 5.449
N: -1.988 4.100 7.832
H: 0.568 3.433 7.850
H: 0.069 3.432 9.530
H: 0.433 1.904 8.729
H: -2.037 2.429 9.069
H: -2.814 1.546 7.038
H: -1.254 0.780 7.307
H: 0.413 1.127 5.907
H: 0.559 2.902 5.743
H: 0.058 1.928 4.364
H: -2.989 4.045 7.662
H: -1.598 4.346 6.926
C: -8.854 0.269 1.852
C: -7.377 0.426 2.199
C: -7.018 1.811 2.757
O: -6.921 2.835 1.784
C: -8.150 3.439 1.418
N: -6.573 0.085 1.022
H: -9.118 0.791 0.932
H: -9.095 -0.783 1.704
H: -9.491 0.648 2.654
H: -7.150 -0.301 2.984
H: -6.022 1.743 3.202
H: -7.704 2.107 3.560
H: -8.835 3.506 2.267
H: -8.627 2.898 0.598
H: -7.930 4.448 1.069
H: -5.590 0.097 1.282
H: -6.664 0.854 0.362

Total energy per entry: -68330.475; -138816.130; -118005.410 eV